(1)
{
  "formula": "C6H13N",
  "method": "the ωB97M-V functional and the def2-TZVPD basis",
  "energy_ha": -291.13230,
  "homo_lumo_gap_ev": 10.010,
  "multiplicity": 1,
  "smiles": "C=C(CC)CCN",
  "elements": ["N", "H", "H", "H", "H", "C", "C", "H", "H", "H", "H", "C", "C", "H", "H", "H", "H", "C", "C", "H"],
  "coordinates": [[-0.981, 2.007, 1.788], [-2.211, 1.848, 0.095], [0.004, -1.525, -1.960], [2.615, -1.487, -2.046], [0.943, -2.444, -0.833], [-1.544, 1.207, 0.688], [0.676, -1.427, -1.112], [-0.005, -2.394, 1.402], [2.527, -0.402, -0.612], [0.374, 1.317, -0.320], [1.882, 0.105, -2.151], [2.009, -0.759, -1.502], [-0.219, -1.355, 1.220], [-0.232, 2.600, 1.457], [-1.706, 2.578, 2.196], [-0.976, 0.548, -1.208], [-2.144, 0.384, 1.067], [-0.485, 0.645, -0.241], [0.041, -0.751, 0.066], [-0.568, -0.694, 2.007]]
}

***

(2)
{
  "formula": "C6H13N",
  "method": "the ωB97M-V functional and the def2-TZVPD basis",
  "energy_ha": -291.12258,
  "homo_lumo_gap_ev": 9.918,
  "multiplicity": 1,
  "smiles": "C=CCCCNC",
  "elements": ["H", "H", "H", "N", "C", "H", "C", "C", "H", "H", "H", "H", "H", "C", "H", "H", "H", "C", "C", "H"],
  "coordinates": [[-0.642, -1.303, -0.012], [-2.614, 2.266, 1.680], [1.798, 0.059, 0.988], [-1.653, 0.841, 0.520], [1.203, -0.800, -0.964], [1.511, -1.707, -1.495], [2.516, -1.884, 0.881], [1.882, -0.838, 0.377], [-1.476, 1.006, -1.524], [1.647, 0.015, -1.536], [-3.136, 2.210, -0.005], [2.948, -1.862, 1.876], [0.004, 1.403, -0.690], [-0.323, -0.721, -0.874], [-0.741, -1.169, -1.773], [2.641, -2.795, 0.314], [-1.110, 0.629, 1.353], [-0.857, 0.710, -0.678], [-2.274, 2.163, 0.656], [-1.588, 2.973, 0.388]]
}

***

(3)
{
  "formula": "C6H13N",
  "method": "the ωB97M-V functional and the def2-TZVPD basis",
  "energy_ha": -291.13924,
  "homo_lumo_gap_ev": 10.369,
  "multiplicity": 1,
  "smiles": "C=CCC[C@@H](C)N",
  "elements": ["C", "H", "H", "H", "H", "C", "H", "C", "H", "H", "C", "H", "H", "C", "H", "C", "H", "H", "H", "N"],
  "coordinates": [[0.678, 0.615, 0.159], [2.540, -1.558, 0.236], [1.073, 1.196, 1.003], [-0.304, 2.287, -0.689], [-1.376, 1.364, 0.376], [-0.586, 1.273, -0.387], [0.218, -1.505, -0.136], [-1.192, 0.550, -1.576], [-2.402, 2.136, -2.335], [-0.715, -1.821, 1.984], [1.917, -1.339, 1.112], [-2.449, 0.536, -3.234], [-0.241, -0.339, 2.496], [-2.047, 1.111, -2.413], [2.447, -0.633, 1.766], [0.544, -0.824, 0.664], [1.455, 0.613, -0.603], [-0.921, -0.489, -1.732], [1.859, -2.296, 1.633], [-0.499, -0.878, 1.677]]
}

***

(4)
{
  "formula": "C6H13N",
  "method": "the ωB97M-V functional and the def2-TZVPD basis",
  "energy_ha": -291.11621,
  "homo_lumo_gap_ev": 8.958,
  "multiplicity": 1,
  "smiles": "CCC/C=C(/C)N",
  "elements": ["N", "H", "H", "H", "H", "H", "H", "H", "C", "H", "H", "C", "C", "H", "C", "H", "C", "H", "H", "C"],
  "coordinates": [[1.282, 1.207, -0.865], [2.079, 1.780, -0.987], [-2.877, -1.319, -0.031], [-2.054, -1.407, -2.310], [-1.320, 0.551, -0.914], [2.463, 0.446, 2.109], [3.194, 1.003, 0.636], [0.392, 1.323, -1.286], [2.327, 1.150, 1.282], [-2.074, 0.767, 0.509], [-1.589, -1.956, 0.735], [-1.301, 0.098, 0.088], [-1.770, -1.318, -0.137], [-1.777, -2.944, -1.472], [1.122, 0.672, 0.442], [-0.159, -0.144, 1.927], [-1.483, -1.881, -1.525], [-0.407, -2.060, -1.613], [2.211, 2.157, 1.662], [-0.056, 0.262, 0.934]]
}

***

(5)
{
  "formula": "C6H13N",
  "method": "the ωB97M-V functional and the def2-TZVPD basis",
  "energy_ha": -290.87767,
  "homo_lumo_gap_ev": 4.173,
  "multiplicity": 1,
  "elements": ["H", "H", "C", "H", "H", "C", "C", "H", "H", "C", "C", "H", "H", "N", "C", "H", "H", "H", "H", "H"],
  "coordinates": [[-0.873, 1.545, -0.609], [-1.584, 0.031, 3.812], [-0.463, -0.621, 2.107], [-0.455, -1.544, -3.223], [0.338, 2.686, -0.081], [-1.064, -0.862, 3.476], [-0.098, -0.510, -3.130], [-0.269, -1.045, 4.198], [-0.571, -0.024, -2.264], [0.830, 0.587, 0.353], [0.268, 0.376, 1.687], [1.918, 0.683, 0.303], [-0.217, 0.043, -4.066], [1.181, -0.302, -2.425], [0.204, 1.680, -0.487], [0.694, 1.635, -1.460], [-0.719, -1.411, 1.391], [-1.729, -1.718, 3.428], [1.955, -0.828, -2.832], [0.652, -0.401, -0.175]]
}

***

(6)
{
  "formula": "C6H13N",
  "method": "the ωB97M-V functional and the def2-TZVPD basis",
  "energy_ha": -291.11303,
  "homo_lumo_gap_ev": 10.031,
  "multiplicity": 1,
  "smiles": "C/C=N\\CCCC",
  "elements": ["H", "N", "H", "H", "C", "H", "H", "H", "H", "C", "C", "C", "H", "C", "H", "H", "H", "C", "H", "H"],
  "coordinates": [[0.452, -0.715, -1.839], [1.273, 0.864, -0.290], [2.549, 0.884, 1.090], [-0.211, 2.165, 1.641], [0.769, 1.822, 1.955], [-1.429, -3.213, 0.229], [0.672, 1.031, 2.708], [-0.403, -3.054, -1.199], [1.365, 2.650, 2.324], [-1.177, -2.551, -0.608], [1.552, 1.204, 0.873], [0.131, 1.251, -1.005], [-0.450, 2.062, -0.476], [-0.690, -1.183, -0.104], [-1.476, -0.745, 0.515], [0.563, 1.724, -1.921], [-1.233, -0.167, -1.922], [-0.368, -0.224, -1.283], [0.180, -1.347, 0.550], [-2.069, -2.456, -1.239]]
}

***

(7)
{
  "formula": "C6H13N",
  "method": "the ωB97M-V functional and the def2-TZVPD basis",
  "energy_ha": -291.11626,
  "homo_lumo_gap_ev": 9.451,
  "multiplicity": 1,
  "smiles": "CCCC/C=C/N",
  "elements": ["H", "H", "N", "H", "C", "C", "H", "H", "H", "C", "H", "H", "H", "H", "H", "C", "C", "H", "H", "C"],
  "coordinates": [[0.488, -2.108, -1.007], [1.789, -2.563, 0.789], [-1.647, 3.025, -0.094], [-2.394, 3.428, -0.637], [1.648, -1.606, 1.274], [0.411, 0.039, -1.219], [-1.871, 3.032, 0.890], [-0.406, -2.151, 1.366], [2.325, -0.879, 0.824], [0.142, -1.273, 0.969], [1.485, -0.089, -1.390], [0.748, 1.388, 0.390], [-0.102, -0.008, -2.189], [1.767, -1.551, 2.352], [-1.823, 1.375, -1.316], [-1.119, 1.823, -0.639], [-0.115, -1.309, -0.541], [-0.263, -0.379, 1.437], [-1.161, -1.507, -0.791], [0.099, 1.314, -0.469]]
}

***

(8)
{
  "formula": "C6H13N",
  "method": "the ωB97M-V functional and the def2-TZVPD basis",
  "energy_ha": -291.09212,
  "homo_lumo_gap_ev": 9.516,
  "multiplicity": 1,
  "smiles": "C[C@H]1N(C)C1(C)C",
  "elements": ["C", "C", "H", "C", "H", "H", "H", "C", "H", "H", "H", "H", "C", "C", "H", "H", "N", "H", "H", "H"],
  "coordinates": [[-0.335, 1.105, 1.390], [-0.426, 1.197, -1.202], [-0.840, -2.141, -2.026], [-0.362, -1.030, -0.080], [-0.123, 0.434, 2.228], [2.856, -1.073, 0.850], [1.806, -0.140, 1.926], [-1.314, -1.579, -1.216], [-0.352, 0.494, -2.035], [2.713, 0.659, 0.672], [-1.386, 1.396, 1.463], [-1.932, -0.808, -1.709], [-0.100, 0.428, 0.053], [2.127, -0.259, 0.877], [0.281, 2.005, 1.520], [0.304, 1.988, -1.395], [1.072, -0.376, -0.177], [-2.066, -2.259, -0.781], [-0.481, -1.644, 0.803], [-1.439, 1.603, -1.162]]
}

***

(9)
{
  "formula": "C6H13N",
  "method": "the ωB97M-V functional and the def2-TZVPD basis",
  "energy_ha": -291.10818,
  "homo_lumo_gap_ev": 10.224,
  "multiplicity": 1,
  "smiles": "C=C(C)CC.C=N",
  "elements": ["H", "H", "H", "H", "C", "H", "H", "H", "H", "C", "N", "H", "H", "H", "C", "H", "C", "C", "C", "H"],
  "coordinates": [[-2.742, 0.457, 1.754], [0.606, 1.404, 1.859], [-0.588, -0.879, -1.138], [0.995, 2.046, -1.758], [-2.715, -0.177, 0.857], [0.990, -2.123, 0.317], [-2.211, 1.200, -0.403], [2.361, -1.440, -0.580], [-0.127, -0.190, 1.598], [1.314, -1.738, -0.650], [-2.461, 0.210, -0.306], [0.721, -0.244, -2.091], [1.238, -2.541, -1.383], [1.157, 2.759, -0.083], [0.454, -0.553, -1.080], [-2.970, -1.225, 1.006], [0.697, 0.466, 1.313], [0.700, 0.703, -0.165], [0.959, 1.890, -0.692], [1.621, -0.024, 1.625]]
}

***

(10)
{
  "formula": "C6H13N",
  "method": "the ωB97M-V functional and the def2-TZVPD basis",
  "energy_ha": -291.11442,
  "homo_lumo_gap_ev": 10.343,
  "multiplicity": 1,
  "smiles": "C/C=C/C[C@@H](C)N",
  "elements": ["H", "C", "H", "C", "N", "H", "H", "H", "H", "H", "H", "H", "H", "H", "C", "H", "C", "C", "C", "H"],
  "coordinates": [[-0.956, -1.891, 0.363], [-2.103, 1.819, -1.570], [-1.002, 1.385, 0.770], [-0.297, 1.100, -0.022], [2.000, -1.091, 1.891], [2.843, -0.998, 1.336], [0.337, -2.937, 0.851], [1.959, -2.101, 2.002], [1.744, 1.153, 0.534], [1.403, -0.046, -0.699], [-0.244, 0.786, -2.203], [-2.261, 2.001, -2.641], [-2.040, 2.806, -1.132], [0.403, -1.969, -0.676], [-0.698, 1.250, -1.288], [-3.020, 1.389, -1.193], [0.745, -0.743, 1.184], [1.018, 0.423, 0.207], [0.130, -1.968, 0.383], [0.041, -0.366, 1.903]]
}

***

(11)
{
  "formula": "C6H13N",
  "method": "the ωB97M-V functional and the def2-TZVPD basis",
  "energy_ha": -290.95977,
  "homo_lumo_gap_ev": 7.976,
  "multiplicity": 1,
  "elements": ["H", "N", "H", "C", "H", "H", "C", "H", "H", "C", "H", "H", "H", "H", "H", "C", "C", "H", "C", "H"],
  "coordinates": [[-2.499, 1.392, -1.787], [-0.826, 0.168, -1.008], [3.424, -1.221, 0.241], [0.513, 0.539, -0.518], [1.190, -1.451, -0.922], [-2.075, -1.571, 1.283], [-1.745, 1.296, -1.008], [3.017, 0.441, 0.692], [-2.790, -0.070, 1.847], [-1.926, -0.485, 1.316], [-1.973, 1.291, 0.301], [0.989, -1.109, 0.792], [-1.027, -0.288, 1.923], [-1.192, 2.239, -0.844], [3.219, 0.011, -1.012], [2.833, -0.346, -0.050], [1.347, -0.685, -0.154], [1.012, 1.084, -1.331], [-1.924, 0.005, -0.112], [0.452, 1.225, 0.350]]
}

***

(12)
{
  "formula": "C6H13N",
  "method": "the ωB97M-V functional and the def2-TZVPD basis",
  "energy_ha": -290.76654,
  "homo_lumo_gap_ev": 4.712,
  "multiplicity": 1,
  "elements": ["H", "H", "C", "H", "C", "C", "H", "H", "H", "H", "C", "H", "H", "H", "C", "N", "H", "H", "H", "C"],
  "coordinates": [[1.903, 1.583, -0.347], [-1.791, 0.320, -1.429], [-0.064, -2.271, -0.719], [-1.804, -0.785, 1.254], [1.275, 0.954, 0.206], [-1.058, -0.043, -0.633], [-0.140, 1.673, -1.136], [-0.148, -3.366, -0.961], [-0.692, 0.987, 0.789], [0.981, -2.007, -1.407], [-1.555, 0.272, 0.844], [-2.532, 0.944, 0.650], [2.141, -0.086, 0.489], [0.805, 0.032, -1.707], [0.753, 1.492, 1.511], [-1.221, -1.564, -0.868], [1.493, 0.979, 2.386], [1.137, 2.615, 1.582], [0.266, -2.338, 0.436], [0.250, 0.610, -0.941]]
}